Model w:
Entry from the OMol25 dataset: a structure of composition C4H8NS (the ωB97M-V functional and the def2-TZVPD basis).

Structure (ORCA input):
```
! wB97M-V def2-TZVPD RIJCOSX def2/J DEFGRID3
* xyz 1 1
C -0.286 1.280 1.066
C 0.150 0.375 0.183
C 0.510 0.836 2.214
C -0.259 0.037 -1.365
N -0.240 -1.470 -1.679
S 1.438 -0.404 1.045
H -1.080 1.948 1.057
H 1.165 1.662 2.577
H 0.128 0.378 3.129
H 0.563 0.636 -1.764
H -1.245 0.396 -1.488
H 0.405 -1.898 -2.275
H -1.196 -1.878 -1.914
H -0.054 -1.898 -0.788
*
```

Its LUMO energy is -3.92 eV. The gap between HOMO and LUMO is 8.47 eV.

Results of the Mulliken charge analysis, in e, for atoms 1 through 8: number 1, C, carries -0.794; number 2, C, carries 0.392; number 3, C, carries -0.449; number 4, C, carries -0.513; number 5, N, carries -0.293; number 6, S, carries -0.141; number 7, H, carries 0.436; number 8, H, carries 0.294

***

Model x:
Entry from the OMol25 dataset: a structure of composition C4H8NS (the ωB97M-V functional and the def2-TZVPD basis).

Structure (ORCA input):
```
! wB97M-V def2-TZVPD RIJCOSX def2/J DEFGRID3
* xyz 1 1
C -1.984 -0.402 -0.461
C -1.520 -1.134 0.683
C 1.260 1.577 0.122
C 1.067 0.217 -0.447
N -0.791 -0.127 -0.131
S 1.783 -1.094 0.355
H -2.709 -0.139 -1.074
H -1.907 -0.850 1.673
H -1.432 -2.214 0.625
H 1.790 1.536 1.085
H 1.838 2.242 -0.628
H 0.472 2.315 0.348
H 0.924 0.083 -1.568
H 1.207 -2.010 -0.583
*
```

Its LUMO energy is -4.56 eV. The gap between HOMO and LUMO is 10.25 eV.

Results of the Mulliken charge analysis, in e, for atoms 1 through 8: number 1, C, carries 0.013; number 2, C, carries -0.534; number 3, C, carries -1.116; number 4, C, carries 0.314; number 5, N, carries -0.086; number 6, S, carries -0.076; number 7, H, carries 0.439; number 8, H, carries 0.236

***

Least stable: model x

***

Model w:
Entry from the OMol25 dataset: the molecule C6H10O3 (the ωB97M-V functional and the def2-TZVPD basis).

Structure (ORCA input):
```
! wB97M-V def2-TZVPD RIJCOSX def2/J DEFGRID3
* xyz 0 1
C -0.519 0.223 -2.206
C -0.667 -0.878 -1.458
C 0.387 -1.458 -0.590
O 0.521 -2.653 -0.489
C 1.256 -0.489 0.194
C 0.473 0.612 0.935
C -1.017 0.003 1.387
O 0.290 1.761 0.187
O 1.185 0.952 2.072
H -1.249 0.492 -2.953
H 0.440 0.720 -2.295
H -1.586 -1.448 -1.486
H 1.957 -0.002 -0.494
H 1.819 -1.060 0.935
H -1.744 0.215 0.610
H -1.272 0.567 2.283
H -1.054 -1.029 1.738
H -0.307 1.568 -0.574
H 1.090 1.905 2.203
*
```

Its LUMO energy is 0.07 eV. The SMILES is C=CC(=O)CC(C)(O)O. The gap between HOMO and LUMO is 9.95 eV.

Results of the Mulliken charge analysis, in e, for atoms 1 through 8: number 1, C, carries -1.133; number 2, C, carries -0.081; number 3, C, carries 0.663; number 4, O, carries -0.558; number 5, C, carries -0.921; number 6, C, carries 0.867; number 7, C, carries -1.350; number 8, O, carries -0.612

***

Model x:
Entry from the OMol25 dataset: the molecule C6H10O3 (the ωB97M-V functional and the def2-TZVPD basis).

Structure (ORCA input):
```
! wB97M-V def2-TZVPD RIJCOSX def2/J DEFGRID3
* xyz 0 1
C 0.631 0.143 -2.409
C 0.506 -0.436 -1.168
C -0.385 -1.715 -0.934
O -1.471 -1.692 0.063
C -0.943 -0.723 0.954
O -1.283 0.238 1.994
C -0.135 1.095 1.954
C 0.639 1.321 0.562
O 1.220 0.133 -0.081
H 0.012 -0.242 -3.227
H 1.222 1.044 -2.539
H -0.966 -2.055 -1.801
H 0.328 -2.492 -0.608
H -0.036 -1.203 1.280
H -0.985 0.120 0.289
H 0.567 0.602 2.653
H -0.405 2.056 2.426
H 1.500 1.989 0.761
H -0.015 1.816 -0.170
*
```

Its LUMO energy is 0.89 eV. The SMILES is C=C1COCOCCO1. The gap between HOMO and LUMO is 10.15 eV.

Results of the Mulliken charge analysis, in e, for atoms 1 through 8: number 1, C, carries -0.982; number 2, C, carries 0.621; number 3, C, carries -0.447; number 4, O, carries -0.422; number 5, C, carries -0.614; number 6, O, carries -0.406; number 7, C, carries -0.399; number 8, C, carries -0.680

***

Least stable: model x

***

Model w:
Entry from the OMol25 dataset: the molecule C23H35N3O3 (the ωB97M-V functional and the def2-TZVPD basis).

Structure (ORCA input):
```
! wB97M-V def2-TZVPD RIJCOSX def2/J DEFGRID3
* xyz 0 1
C -1.674 -3.172 2.858
C -1.386 -2.131 1.778
C -2.112 -0.831 2.131
C 0.130 -1.905 1.681
C 0.525 -1.079 0.458
C 2.036 -0.977 0.323
O 2.763 -1.874 0.727
N 2.523 0.132 -0.299
C 1.699 1.218 -0.823
C 1.403 2.331 0.187
C 2.528 2.583 1.193
C 3.945 2.577 0.607
C 4.650 1.208 0.509
C 6.073 1.443 0.000
C 4.722 0.536 1.882
C 3.960 0.270 -0.491
C -0.051 -1.747 -0.794
N -1.502 -1.823 -0.675
C -2.201 -0.775 -1.193
O -1.629 0.125 -1.808
C -3.686 -0.734 -1.130
N -4.525 -1.451 -0.272
C -5.706 -1.069 -0.578
O -5.755 -0.151 -1.570
C -4.454 0.067 -1.918
C -4.204 1.027 -2.991
C -5.196 1.150 -4.122
C -5.094 2.244 -3.109
C -1.908 -2.679 0.438
H -1.186 -4.121 2.629
H -1.304 -2.831 3.827
H -2.747 -3.352 2.950
H -1.961 -0.050 1.383
H -3.187 -1.001 2.214
H -1.748 -0.447 3.087
H 0.489 -1.422 2.595
H 0.644 -2.868 1.619
H 0.092 -0.081 0.533
H 2.256 1.634 -1.664
H 0.767 0.834 -1.237
H 1.199 3.243 -0.380
H 0.484 2.104 0.735
H 2.343 3.550 1.665
H 2.469 1.847 1.997
H 3.938 3.048 -0.384
H 4.582 3.209 1.233
H 6.599 0.496 -0.140
H 6.067 1.973 -0.956
H 6.643 2.041 0.714
H 5.367 -0.344 1.836
H 5.131 1.225 2.626
H 3.748 0.192 2.227
H 4.403 -0.723 -0.418
H 4.123 0.646 -1.506
H 0.204 -1.212 -1.703
H 0.334 -2.768 -0.863
H -6.644 -1.376 -0.150
H -3.156 1.147 -3.212
H -4.788 1.319 -5.108
H -6.069 0.515 -4.087
H -5.896 2.334 -2.391
H -4.617 3.172 -3.390
H -1.467 -3.664 0.258
H -2.986 -2.781 0.463
*
```

Its LUMO energy is 0.76 eV. The SMILES is CC1(C)C[C@@H](C(=O)N2CCCCC(C)(C)C2)CN(C(=O)c2ncoc2C2CC2)C1. The gap between HOMO and LUMO is 9.57 eV.

Results of the Mulliken charge analysis, in e, for atoms 1 through 8: number 1, C, carries -2.049; number 2, C, carries 3.118; number 3, C, carries -1.936; number 4, C, carries -2.195; number 5, C, carries 2.289; number 6, C, carries -0.076; number 7, O, carries -0.690; number 8, N, carries 0.542

***

Model x:
Entry from the OMol25 dataset: the molecule C23H35N3O3 (the ωB97M-V functional and the def2-TZVPD basis).

Structure (ORCA input):
```
! wB97M-V def2-TZVPD RIJCOSX def2/J DEFGRID3
* xyz 0 1
C 0.278 3.218 2.880
C 0.702 2.165 1.860
C 1.779 1.272 2.476
C -0.525 1.338 1.443
C -0.241 0.418 0.257
C -1.502 -0.303 -0.196
O -2.599 0.219 -0.059
N -1.341 -1.516 -0.791
C -0.054 -2.175 -1.000
C 0.404 -3.053 0.169
C -0.741 -3.726 0.927
C -1.852 -4.314 0.049
C -2.995 -3.361 -0.354
C -4.033 -4.170 -1.135
C -3.667 -2.764 0.884
C -2.512 -2.233 -1.276
C 0.300 1.256 -0.906
N 1.492 1.957 -0.470
C 2.702 1.579 -0.951
O 2.845 0.663 -1.748
C 3.896 2.298 -0.407
N 4.291 3.557 -0.854
C 5.412 3.760 -0.265
O 5.821 2.747 0.531
C 4.842 1.799 0.415
C 5.001 0.529 1.126
C 6.376 0.030 1.482
C 5.461 0.516 2.563
C 1.266 2.885 0.624
H -0.487 3.879 2.467
H -0.134 2.744 3.772
H 1.129 3.831 3.187
H 2.152 0.530 1.768
H 2.634 1.867 2.806
H 1.382 0.738 3.342
H -0.878 0.755 2.298
H -1.343 2.006 1.163
H 0.524 -0.309 0.531
H -0.180 -2.797 -1.887
H 0.716 -1.448 -1.256
H 1.082 -3.810 -0.235
H 0.995 -2.463 0.876
H -0.314 -4.521 1.542
H -1.175 -3.013 1.630
H -1.414 -4.750 -0.858
H -2.314 -5.147 0.585
H -4.842 -3.528 -1.491
H -3.581 -4.658 -2.002
H -4.473 -4.944 -0.504
H -4.570 -2.223 0.597
H -3.946 -3.553 1.587
H -3.027 -2.051 1.402
H -3.314 -1.509 -1.414
H -2.259 -2.652 -2.256
H 0.555 0.651 -1.772
H -0.459 1.989 -1.199
H 6.058 4.620 -0.331
H 4.272 -0.212 0.829
H 6.552 -1.033 1.395
H 7.212 0.659 1.212
H 5.685 1.474 3.013
H 5.008 -0.209 3.224
H 0.549 3.643 0.288
H 2.194 3.397 0.871
*
```

Its LUMO energy is 0.63 eV. The SMILES is CC1(C)C[C@@H](C(=O)N2CCCCC(C)(C)C2)CN(C(=O)c2ncoc2C2CC2)C1. The gap between HOMO and LUMO is 9.48 eV.

Results of the Mulliken charge analysis, in e, for atoms 1 through 8: number 1, C, carries -2.136; number 2, C, carries 3.104; number 3, C, carries -1.733; number 4, C, carries -2.294; number 5, C, carries 2.196; number 6, C, carries -0.047; number 7, O, carries -0.683; number 8, N, carries 0.533

***

Least stable: model x

***

Model w:
Entry from the OMol25 dataset: a structure of composition C44H50BaN4O9S2Te (the ωB97M-V functional and the def2-TZVPD basis).

Structure (ORCA input):
```
! wB97M-V def2-TZVPD RIJCOSX def2/J DEFGRID3
* xyz -2 1
Ba 0.205 0.560 -2.691
C 4.348 -3.496 3.746
C 3.036 -2.624 3.614
C 2.957 -1.564 4.754
C 1.846 -3.605 3.726
C 3.004 -1.954 2.271
C 1.947 -2.031 1.435
C 1.976 -1.254 0.183
N 0.927 -0.915 -0.439
C -0.357 -1.050 0.044
C -0.788 -0.614 1.319
C -2.117 -0.640 1.688
C -2.979 -1.400 0.867
C -2.594 -1.839 -0.383
C -1.286 -1.572 -0.914
O -0.908 -1.743 -2.139
C -3.596 -2.500 -1.348
C -3.917 -1.454 -2.430
C -3.008 -3.764 -2.024
C -4.856 -2.909 -0.559
C -2.643 0.146 2.924
C -2.083 -0.438 4.249
C -2.135 1.583 2.748
C -4.130 0.121 2.991
C 3.294 -1.016 -0.535
O 3.278 -0.854 -1.747
C 4.430 -0.908 0.448
C 4.223 -1.282 1.724
C 5.790 -0.326 -0.028
C 6.761 -0.064 1.152
C 6.354 -1.265 -1.078
C 5.615 1.051 -0.733
H 4.113 -4.421 4.227
H 5.075 -2.993 4.338
H 4.705 -3.727 2.776
H 3.046 -2.085 5.741
H 1.991 -1.045 4.675
H 3.782 -0.835 4.720
H 1.855 -3.999 4.729
H 1.937 -4.397 2.969
H 0.840 -3.111 3.586
H 1.055 -2.521 1.724
H -0.018 -0.081 1.902
H -4.026 -1.533 1.136
H -3.059 -1.101 -2.938
H -4.331 -0.522 -1.979
H -4.600 -1.855 -3.135
H -1.939 -3.735 -2.105
H -3.425 -3.846 -3.020
H -3.303 -4.627 -1.415
H -5.317 -2.107 -0.056
H -4.653 -3.673 0.220
H -5.548 -3.289 -1.284
H -0.991 -0.475 4.302
H -2.486 -1.470 4.418
H -2.330 0.277 5.034
H -1.056 1.665 2.893
H -2.662 2.224 3.502
H -2.362 1.961 1.752
H -4.529 -0.853 3.249
H -4.614 0.480 2.099
H -4.525 0.751 3.804
H 5.008 -1.198 2.464
H 6.993 -0.970 1.694
H 6.301 0.594 1.856
H 7.666 0.397 0.740
H 6.279 -2.295 -0.725
H 7.439 -1.045 -1.233
H 5.783 -1.114 -1.977
H 5.332 1.848 -0.046
H 4.938 0.948 -1.579
H 6.608 1.348 -1.142
O -2.958 0.964 -8.502
C -3.829 1.424 -7.631
O -4.926 1.878 -7.971
C -3.376 1.473 -6.175
C -4.175 1.967 -5.162
N -3.450 1.821 -4.042
N -2.315 1.219 -4.236
C -2.191 1.017 -5.565
C -0.887 0.349 -6.066
O -0.914 0.022 -7.261
O -0.002 0.156 -5.211
H -2.164 0.588 -7.947
H -5.152 2.396 -5.226
H -3.678 2.164 -3.094
O 3.487 6.293 -1.806
S 4.174 5.036 -1.726
O 5.608 5.102 -1.704
N 3.636 4.020 -2.822
C 3.013 2.963 -2.270
O 2.485 2.028 -2.895
C 2.948 3.001 -0.754
C 2.279 2.055 0.003
C 1.935 2.401 1.285
C 2.285 3.660 1.780
C 3.094 4.529 1.056
C 3.415 4.144 -0.268
H 1.988 1.135 -0.422
H 1.338 1.746 1.912
H 2.066 3.951 2.779
H 3.412 5.472 1.446
Te -3.622 3.414 -0.814
C -5.066 2.374 0.276
C -5.892 1.327 0.086
C -6.924 1.237 1.081
C -6.811 2.170 2.041
S -5.528 3.254 1.726
H -5.797 0.653 -0.774
H -7.667 0.442 1.185
H -7.406 2.204 2.935
*
```

Its LUMO energy is 2.33 eV. The gap between HOMO and LUMO is 4.64 eV.

Results of the Mulliken charge analysis, in e, for atoms 1 through 8: number 1, Ba, carries 1.877; number 2, C, carries -1.893; number 3, C, carries 2.231; number 4, C, carries -1.505; number 5, C, carries -2.019; number 6, C, carries -0.707; number 7, C, carries -0.351; number 8, C, carries -1.028

***

Model x:
Entry from the OMol25 dataset: a structure of composition C44H50BaN4O9S2Te (the ωB97M-V functional and the def2-TZVPD basis).

Structure (ORCA input):
```
! wB97M-V def2-TZVPD RIJCOSX def2/J DEFGRID3
* xyz -2 1
Ba 0.437 2.721 1.377
C 0.821 -5.856 2.974
C 0.687 -4.982 1.720
C 1.760 -5.322 0.635
C -0.697 -5.273 1.209
C 0.851 -3.465 1.990
C 0.203 -2.565 1.273
C 0.327 -1.192 1.528
N -0.519 -0.269 1.020
C -1.483 -0.258 0.170
C -1.697 -1.264 -0.845
C -2.830 -1.288 -1.574
C -3.794 -0.345 -1.177
C -3.723 0.700 -0.270
C -2.449 0.850 0.337
O -2.125 1.831 1.055
C -4.945 1.609 -0.109
C -4.870 2.833 -1.132
C -5.048 2.168 1.320
C -6.260 0.875 -0.246
C -3.111 -2.466 -2.584
C -3.260 -1.948 -4.086
C -1.901 -3.418 -2.535
C -4.390 -3.194 -2.310
C 1.189 -0.640 2.525
O 1.238 0.634 2.799
C 1.978 -1.632 3.221
C 1.645 -2.901 3.025
C 2.950 -1.166 4.294
C 3.984 -0.389 3.531
C 3.679 -2.366 4.840
C 2.434 -0.320 5.495
H 0.328 -6.764 2.941
H 0.373 -5.349 3.819
H 1.842 -6.161 3.225
H 1.743 -6.410 0.438
H 2.628 -4.878 0.955
H 1.426 -4.791 -0.305
H -0.895 -6.076 0.487
H -1.137 -4.391 0.741
H -1.326 -5.420 2.078
H -0.443 -2.858 0.445
H -0.788 -1.916 -1.001
H -4.741 -0.383 -1.638
H -4.015 3.464 -0.893
H -5.760 3.443 -1.111
H -4.762 2.426 -2.167
H -4.085 2.609 1.491
H -5.032 1.376 2.129
H -5.834 2.796 1.469
H -6.605 0.648 -1.242
H -6.998 1.420 0.259
H -6.244 -0.121 0.223
H -2.324 -1.606 -4.491
H -3.972 -1.094 -4.028
H -3.709 -2.728 -4.785
H -1.085 -2.944 -3.039
H -2.287 -4.251 -3.154
H -1.574 -3.733 -1.563
H -5.140 -2.444 -2.075
H -4.449 -3.923 -1.478
H -4.789 -3.733 -3.170
H 2.080 -3.725 3.567
H 4.333 -1.019 2.746
H 4.780 -0.170 4.166
H 3.507 0.462 3.044
H 4.230 -2.846 4.058
H 2.985 -3.112 5.190
H 4.327 -2.082 5.702
H 2.212 0.690 5.280
H 3.124 -0.332 6.390
H 1.413 -0.627 5.947
O 6.747 4.215 1.240
C 6.761 3.071 0.599
O 7.823 2.558 0.238
C 5.410 2.451 0.311
C 5.021 1.570 -0.725
N 3.681 1.523 -0.673
N 3.171 2.263 0.306
C 4.191 2.796 0.936
C 3.887 3.758 2.052
O 4.801 4.377 2.614
O 2.696 3.960 2.356
H 5.827 4.271 1.830
H 5.592 0.880 -1.429
H 3.022 0.841 -1.122
O 1.217 -2.179 -2.702
S 1.665 -0.868 -3.157
O 2.943 -1.062 -3.857
N 1.600 0.186 -1.982
C 0.625 1.056 -2.159
O 0.377 1.993 -1.399
C -0.086 0.987 -3.487
C -1.058 1.824 -3.989
C -1.487 1.585 -5.261
C -0.927 0.581 -6.081
C -0.007 -0.328 -5.525
C 0.430 -0.051 -4.235
H -1.407 2.632 -3.373
H -2.193 2.297 -5.737
H -1.315 0.443 -7.030
H 0.358 -1.206 -6.089
Te -1.808 5.775 0.885
C -0.280 7.148 0.393
C -0.069 7.815 -0.798
C 1.266 8.244 -0.996
C 2.061 7.908 0.070
S 1.170 7.077 1.254
H -0.887 7.914 -1.541
H 1.622 8.715 -1.920
H 3.146 7.833 0.059
*
```

Its LUMO energy is 2.56 eV. The gap between HOMO and LUMO is 4.46 eV.

Results of the Mulliken charge analysis, in e, for atoms 1 through 8: number 1, Ba, carries 1.707; number 2, C, carries -2.324; number 3, C, carries 2.454; number 4, C, carries -1.577; number 5, C, carries -1.332; number 6, C, carries -0.647; number 7, C, carries 0.329; number 8, C, carries -0.144

***

Least stable: model x